Molecular formula: C4H4
Method: DFT, ωB97M-V with the def2-TZVPD basis set

CARTESIAN COORDINATES (ANGSTROEM)
1 C 1.4992 -0.3425 -0.0383
2 C 0.4642 0.4696 0.0262
3 C -0.9948 0.1095 0.0490
4 C -2.1555 -0.1890 -0.0915
5 H 2.4779 0.1213 -0.0593
6 H 1.4214 -1.4753 0.0693
7 H 0.5819 1.5562 -0.0943
8 H -3.2943 -0.2498 0.1389

HOMO level: -9.58 eV
Energy relative to the best compared isomer or geometry (same formula, charge and spin): 45.17 kJ/mol
SMILES: C#CC=C
Spin multiplicity: 1